Entry 1:
C11H23Br10Na3O | wB97M-V/def2-TZVPD

Geometry as XYZ:
```
48
Properties=species:S:1:pos:R:3:mulliken_charge:R:1
Na -20.123 -16.207 17.268 0.9305
Na -18.378 -18.469 19.533 0.8468
Na -18.447 -19.176 16.485 0.8832
C -16.556 -16.386 16.918 -0.5419
O -17.763 -16.828 17.502 -0.8767
H -16.481 -16.515 15.836 0.0685
H -16.559 -15.313 17.150 0.2554
H -15.612 -16.720 17.362 0.1458
Br -13.789 -12.138 16.090 -0.1615
C -14.565 -12.562 14.333 -0.1998
C -13.686 -11.894 13.318 -0.6045
Br -14.600 -11.903 11.589 -0.1716
H -15.535 -12.073 14.259 0.4635
H -14.695 -13.637 14.232 -0.1556
H -12.712 -12.353 13.175 0.3837
H -13.610 -10.854 13.625 0.4200
Br -15.891 -15.356 13.309 -0.1442
C -16.175 -15.899 11.463 -0.5119
C -14.880 -16.518 10.961 -0.6647
Br -14.878 -16.560 8.996 -0.1149
H -16.386 -15.046 10.825 0.4178
H -16.896 -16.708 11.372 0.3400
H -14.876 -17.547 11.312 0.3491
H -14.035 -15.935 11.314 0.4029
Br -12.668 -20.312 18.600 -0.0804
C -13.595 -19.757 20.177 -0.7704
C -14.746 -18.859 19.708 -0.1749
Br -15.910 -18.442 21.227 -0.2162
H -12.958 -19.130 20.796 0.3897
H -13.992 -20.623 20.700 0.4478
H -15.311 -19.298 18.892 0.3767
H -14.212 -17.945 19.448 0.1008
Br -12.387 -13.886 18.642 -0.1416
C -11.698 -15.275 17.379 -0.6055
C -10.555 -16.079 17.950 -0.4714
Br -11.202 -17.204 19.418 -0.1383
H -11.471 -14.650 16.520 0.4133
H -12.556 -15.925 17.232 0.2104
H -9.745 -15.449 18.311 0.3605
H -10.111 -16.747 17.214 0.3960
Br -19.830 -14.934 20.066 -0.1955
C -17.922 -14.745 20.577 -0.2622
C -17.464 -13.321 20.362 -0.7882
Br -18.375 -12.090 21.635 -0.0960
H -17.290 -15.436 20.020 0.1691
H -17.824 -14.986 21.634 0.4721
H -17.638 -13.012 19.335 0.4163
H -16.388 -13.328 20.528 0.4282
```

The LUMO energy is -8.530 eV. The value obtained for the HOMO energy is -0.4875 Eh. The energy above the lowest of the compared OMol25 structures with the same formula, charge and spin comes out at 109.9 kJ/mol. As for the net charge: +2. As for the molar mass: 1039.31 g/mol. As for the total energy: -26734.6855 hartree.



Entry 2:
C11H23F5NO3P2TeTi | wB97M-V/def2-TZVPD

Geometry as XYZ:
```
47
Properties=species:S:1:pos:R:3:mulliken_charge:R:1
Ti -0.078 0.380 0.022 0.0736
P 2.175 -0.699 0.292 0.9697
C 2.310 -1.449 -1.349 -0.6424
C 1.137 -1.403 -2.141 0.4404
N -0.098 -0.881 -1.634 0.6269
C -1.305 -1.249 -2.167 0.6257
C -1.330 -2.113 -3.245 -0.6838
C -0.154 -2.605 -3.791 -0.6339
C 1.079 -2.165 -3.341 -0.6580
C -2.605 -0.664 -1.617 -1.0929
P -2.412 1.006 -0.823 1.0485
H 2.025 -2.512 -3.780 0.4957
H -2.283 -2.375 -3.623 0.5744
H -0.195 -3.316 -4.602 0.5160
H -3.291 -0.435 -2.452 0.6209
H -3.110 -1.346 -0.901 0.4651
H 3.017 1.692 -2.507 0.2515
H 3.233 -1.365 -1.899 0.5287
H -0.238 3.550 -2.356 0.3461
O 2.661 2.416 -3.009 -0.5879
H 2.526 1.997 -3.933 0.3566
H 0.437 2.889 0.052 0.3358
O -0.341 3.927 -1.435 -0.6849
H 0.104 4.783 -1.450 0.3141
C -2.798 2.173 -2.141 -1.3393
H -3.878 2.271 -2.337 0.4228
H -2.377 3.127 -1.790 0.4565
H -2.306 1.895 -3.085 0.4168
C -3.741 1.072 0.380 -1.3295
H -3.877 2.088 0.766 0.4202
H -4.665 0.752 -0.114 0.4756
H -3.521 0.419 1.232 0.3699
C 1.998 -2.409 0.972 -1.0323
H 2.996 -2.882 0.980 0.4310
H 1.529 -2.519 1.956 0.3432
H 1.395 -2.971 0.240 0.3579
C 3.719 0.018 0.941 -1.0486
H 3.702 0.325 2.001 0.3622
H 4.484 -0.758 0.822 0.4656
H 3.997 0.900 0.344 0.4137
F -0.543 -0.726 5.484 -0.4093
Te -0.728 -0.231 3.607 1.4704
F 0.441 2.274 0.801 -0.1966
F -2.672 -0.577 3.445 -0.4876
F 1.266 -0.364 3.446 -0.5145
F -0.608 -2.072 3.262 -0.3761
O -0.801 -0.308 1.421 -0.2778
```

The LUMO energy is -14.241 eV. The value obtained for the HOMO energy is -0.6811 Eh. The energy above the lowest of the compared OMol25 structures with the same formula, charge and spin comes out at 0.0 kJ/mol. As for the net charge: +3. As for the molar mass: 549.71 g/mol. As for the total energy: -3011.8952 hartree.



Entry 3:
C11H23FeN3O6 | wB97M-V/def2-TZVPD

Geometry as XYZ:
```
44
Properties=species:S:1:pos:R:3:mulliken_charge:R:1
O -1.729 -2.822 3.831 -0.8111
H -2.234 -2.256 3.209 0.1355
Fe -0.117 -0.236 0.035 -0.0904
N 0.422 -1.150 -1.539 0.8143
N -0.650 1.046 -1.543 0.2202
O 1.081 -2.433 -1.491 -0.5985
O -1.377 2.310 -1.473 -0.4613
C 0.148 -0.691 -2.780 0.3774
C -0.473 0.555 -2.782 0.6388
C 0.510 -1.413 -3.996 -1.5362
C -0.872 1.267 -3.988 -1.5073
H 0.694 -2.490 -3.884 0.4114
H 1.407 -0.965 -4.460 0.3637
H -0.301 -1.285 -4.729 0.4355
H -1.038 2.347 -3.878 0.4277
H -1.789 0.821 -4.405 0.3546
H -0.092 1.122 -4.748 0.4145
H 0.908 -2.845 -0.604 0.2410
H -1.530 2.514 -0.512 0.3681
O 1.945 1.130 -0.402 -0.6117
H 1.931 0.171 -0.147 0.4016
H 1.039 1.389 -0.733 0.4659
C -2.001 -0.681 0.317 -1.1944
H -2.588 -1.436 0.873 0.3407
H -1.965 -0.910 -0.774 0.3099
H -2.381 0.344 0.503 0.2911
O 0.057 -4.640 1.063 -0.6490
H -0.339 -4.534 2.007 0.3808
H -0.344 -3.925 0.558 0.3215
O -0.436 1.419 1.387 -0.4749
C -0.419 0.713 2.746 -0.9572
C 0.442 -0.515 2.744 0.7793
C 0.843 -1.003 3.973 -0.8280
C 1.747 -2.042 4.026 -0.2368
C 2.247 -2.539 2.830 -1.0842
C 1.815 -2.017 1.618 -0.2232
N 0.905 -1.003 1.565 0.5599
H 0.293 2.038 1.347 0.3752
H -1.474 0.511 2.967 0.1997
H -0.010 1.494 3.401 0.5769
H 0.422 -0.530 4.856 0.4408
H 2.056 -2.449 4.976 0.4558
H 2.984 -3.339 2.811 0.4148
H 2.262 -2.371 0.677 0.7472
```

The LUMO energy (spin up / spin down) is -5.632 / -6.426 eV. The value obtained for the HOMO energy (spin up / spin down) is -0.3711 / -0.3244 Eh. As for the spin multiplicity: 6. As for the net charge: +1. As for the molar mass: 349.16 g/mol. As for the total energy: -2311.7807 hartree.



Entry 4:
C11H23IrN2O4P2 | wB97M-V/def2-TZVPD

Geometry as XYZ:
```
43
Properties=species:S:1:pos:R:3:mulliken_charge:R:1
Ir -0.628 -1.428 0.445 0.6763
P -0.460 0.536 1.981 0.4215
C -0.521 2.100 1.005 -0.6313
C 0.687 2.171 0.133 0.2183
N 1.048 0.956 -0.297 0.3009
C 2.052 0.767 -1.132 0.4749
C 2.841 1.833 -1.596 -0.9431
C 2.487 3.114 -1.148 -0.3507
C 1.413 3.296 -0.265 -0.9409
C 2.258 -0.659 -1.600 -1.0597
P 0.713 -1.586 -1.248 0.7625
H 1.134 4.292 0.088 0.5218
H 3.657 1.618 -2.292 0.5094
H 3.066 3.955 -1.525 0.4508
H 2.473 -0.631 -2.677 0.6085
H 3.124 -1.144 -1.114 0.4938
H -1.472 1.962 0.423 0.1240
H -0.669 2.972 1.638 0.6267
H -2.883 -0.050 -1.123 0.3258
O -2.706 0.873 -0.703 -0.5517
H -3.164 1.536 -1.204 0.2814
H -2.536 -2.087 -0.671 0.1963
O -3.004 -1.677 -1.456 -0.6118
H -3.696 -2.305 -1.721 0.2979
C -0.351 -1.221 -2.651 -1.2845
H 0.215 -1.404 -3.567 0.4762
H -1.240 -1.857 -2.605 0.4239
H -0.661 -0.174 -2.546 0.3801
C 1.239 -3.326 -1.272 -1.2040
H 0.339 -3.900 -1.025 0.4175
H 1.625 -3.627 -2.254 0.3980
H 1.979 -3.504 -0.478 0.4385
C 0.891 0.733 3.189 -1.1851
H 0.735 1.647 3.782 0.4056
H 0.845 -0.146 3.844 0.4221
H 1.866 0.746 2.689 0.3632
C -1.984 0.801 2.985 -1.1667
H -2.099 -0.119 3.578 0.4098
H -1.886 1.690 3.640 0.4708
H -2.829 0.895 2.281 0.3440
O -0.746 -3.094 2.952 -0.4155
N -0.956 -2.477 1.955 0.6162
O -2.195 -2.073 1.560 -0.5115
```

The LUMO energy (spin up / spin down) is -7.400 / -10.483 eV. The value obtained for the HOMO energy (spin up / spin down) is -0.5633 / -0.5895 Eh. As for the spin multiplicity: 5. The energy above the lowest of the compared OMol25 structures with the same formula, charge and spin comes out at 0.0 kJ/mol. As for the net charge: +2. As for the molar mass: 501.48 g/mol. As for the total energy: -1629.6480 hartree.



Entry 5:
C11H23LuNO6P2S | wB97M-V/def2-TZVPD

Geometry as XYZ:
```
45
Properties=species:S:1:pos:R:3:mulliken_charge:R:1
C 5.073 -1.059 0.411 -1.2921
C 3.980 -0.021 0.586 0.2522
O 3.891 0.769 -0.634 -0.3392
C 2.699 1.250 -0.945 0.4922
O 2.113 0.900 -1.939 -0.5687
C 2.094 2.240 0.026 -0.6960
C 0.616 1.867 0.194 0.8090
C 0.048 1.901 1.598 -1.4108
C -1.307 1.205 1.697 0.3955
C -2.245 1.383 0.498 -0.9842
C -2.945 0.095 0.023 -0.6894
P -4.097 -0.698 1.207 0.5342
N -5.309 -1.511 0.501 -0.5477
C -1.873 -0.921 -0.406 -0.5325
P -0.889 -0.313 -1.836 0.5375
C 0.197 -1.829 -2.172 -0.5949
O -1.965 -0.355 -3.022 -0.4807
S -0.797 -1.318 0.974 0.8690
O -1.298 -2.563 1.460 -0.5590
O 0.538 -1.265 0.461 -0.4774
O -1.114 -0.246 2.033 -0.3919
H 5.285 -1.225 -0.639 0.3448
H 4.743 -2.003 0.837 0.3388
H 5.977 -0.774 0.934 0.3503
H 3.023 -0.490 0.799 -0.0231
H 4.244 0.645 1.403 0.2797
H 2.162 3.249 -0.368 0.2826
H 2.642 2.188 0.960 0.4718
H 0.070 2.587 -0.414 0.3906
H 0.443 0.903 -0.261 -0.8775
H -0.053 2.922 1.960 0.4859
H 0.733 1.422 2.296 0.4210
H -1.817 1.600 2.569 0.5628
H -1.743 1.814 -0.361 0.2568
H -3.025 2.092 0.767 0.5531
H -3.542 0.374 -0.845 0.5803
H -4.639 0.289 2.041 0.2193
H -3.379 -1.594 2.011 0.2129
H -5.316 -1.498 -0.518 0.3091
H -2.366 -1.874 -0.654 0.6851
H -0.320 -2.770 -1.815 -0.4621
H 0.316 -1.905 -3.283 1.0868
H 1.160 -1.731 -1.668 0.1694
H -1.757 0.308 -3.702 0.4658
Lu -0.247 -4.040 -2.764 1.5709
```

The LUMO energy is -15.255 eV. The value obtained for the HOMO energy is -0.6482 Eh. As for the net charge: +3. As for the molar mass: 534.29 g/mol. As for the total energy: -3254.1066 hartree.



Entry 6:
C11H23N2O5P2Y | wB97M-V/def2-TZVPD

Geometry as XYZ:
```
44
Properties=species:S:1:pos:R:3:mulliken_charge:R:1
Y 0.163 0.762 0.739 0.6510
P 2.496 -1.092 1.115 0.6780
C 2.378 -1.463 -0.623 -1.0659
C 1.147 -1.564 -1.321 1.0737
N -0.009 -0.919 -0.825 0.1007
C -1.210 -1.293 -1.349 0.7543
C -1.316 -2.284 -2.319 -0.7465
C -0.166 -2.839 -2.893 -0.5770
C 1.072 -2.420 -2.445 -0.9368
C -2.549 -0.695 -0.823 -0.9387
P -2.530 0.999 -0.065 0.6492
H 2.017 -2.761 -2.889 0.4498
H -2.322 -2.601 -2.617 0.4690
H -0.264 -3.580 -3.678 0.4594
H -3.256 -0.656 -1.669 0.5470
H -2.923 -1.375 -0.032 0.3786
H 3.049 1.849 -1.316 0.2742
H 3.285 -1.521 -1.238 0.3996
H -0.361 5.852 -1.008 0.3135
O 2.564 1.804 -0.494 -0.5589
H 2.572 2.763 -0.202 0.3031
H -1.732 0.491 1.068 0.1362
O -0.371 5.065 -0.427 -0.5862
H 0.483 5.232 0.001 0.3025
C -2.885 2.120 -1.456 -1.1648
H -3.840 1.881 -1.960 0.4471
H -2.936 3.162 -1.101 0.3992
H -2.088 2.067 -2.211 0.3276
C -3.983 1.161 1.063 -1.2227
H -3.741 2.017 1.703 0.4145
H -4.937 1.367 0.562 0.4056
H -4.091 0.276 1.703 0.4123
C 2.343 -2.843 1.761 -1.0758
H 3.346 -3.296 1.879 0.3874
H 1.828 -2.830 2.743 0.3476
H 1.751 -3.444 1.047 0.3385
C 4.277 -0.678 1.406 -1.2547
H 4.378 -0.269 2.424 0.4079
H 4.939 -1.554 1.324 0.4020
H 4.611 0.101 0.706 0.3239
O -0.294 -0.346 2.806 -0.6202
N -0.328 0.740 3.494 1.3505
O -0.494 0.821 4.682 -0.4724
O -0.074 1.794 2.736 -0.6833
```

The LUMO energy (spin up / spin down) is -7.717 / -7.949 eV. The value obtained for the HOMO energy (spin up / spin down) is -0.5251 / -0.5182 Eh. The energy above the lowest of the compared OMol25 structures with the same formula, charge and spin comes out at 0.0 kJ/mol. As for the net charge: +2. As for the molar mass: 414.17 g/mol. As for the total energy: -1639.0244 hartree.